Below is one molecule with the formula C20H15N5O3, with properties calculated with the ωB97M-V functional and the def2-TZVPD basis.

Computed properties:
* E: -1270.55456 a.u.
* LUMO energy: -0.0140 Eh

Cartesian coordinates (Å):
C 3.072 6.464 -4.372
O -3.712 -1.937 1.317
N 1.392 2.150 -0.684
N 3.001 -0.142 -4.424
N 3.066 5.302 -4.459
O 0.577 2.030 0.454
O -2.313 -2.873 5.820
C -2.688 -1.510 1.871
C 1.251 1.087 -1.427
C 3.074 1.145 -4.578
C 2.311 -0.305 -3.238
C 3.805 1.888 -5.608
C 3.753 3.268 -5.576
C 3.060 3.935 -4.491
C 2.425 3.220 -3.514
C 1.943 0.884 -2.681
C -1.252 -1.558 -0.233
C -1.031 0.314 1.267
C -0.324 -1.022 -1.124
C -0.070 0.824 0.378
C -1.619 -0.957 0.992
C 0.303 0.182 -0.776
N 2.421 1.829 -3.571
N -2.597 -1.562 3.266
C -1.180 -2.798 4.929
C -3.529 -2.972 5.059
C -1.317 -1.591 3.960
C -3.749 -1.755 4.122
H 2.182 -1.305 -2.824
H 4.417 1.407 -6.341
H 4.313 3.889 -6.292
H 1.916 3.728 -2.722
H -1.812 -2.430 -0.495
H -1.372 0.926 2.118
H -0.061 -1.505 -2.066
H -1.164 -3.728 4.328
H -0.245 -2.693 5.477
H -3.558 -3.858 4.433
H -4.345 -3.051 5.743
H -0.528 -1.564 3.216
H -1.266 -0.631 4.528
H -3.842 -0.839 4.680
H -4.705 -1.888 3.538

Here are the natural (NBO) charges for atoms 1 to 2, given in e: 0.3292 -0.6051

Below is C29H22ClF5N2O2OsSe as an isolated structure, with properties calculated with the ωB97M-V functional and the def2-TZVPD basis.

Computed properties:
* expectation value of S²: 6.101
* spin multiplicity: 5
* E: -4829.16442 a.u.
* total charge: +2
* energy above the lowest of the compared OMol25 structures with the same formula, charge and spin: 35.1 kcal per mole
* LUMO energy (spin up / spin down): -0.2737 / -0.3472 Eh

Cartesian coordinates (Å):
Os -0.505 -0.678 0.161
C 2.542 -2.490 3.728
C 2.684 -1.303 2.765
C 3.749 -0.344 3.284
C 1.341 -0.635 2.538
C 1.150 0.740 2.595
C -0.122 1.316 2.451
C -1.280 0.547 2.381
C -2.649 1.148 2.380
C -1.116 -0.864 2.280
C 0.194 -1.427 2.256
H 3.524 -2.900 3.951
H 1.942 -3.298 3.318
H 2.094 -2.173 4.669
H 3.006 -1.700 1.793
H 3.453 0.091 4.239
H 3.973 0.477 2.600
H 4.677 -0.887 3.449
H 1.988 1.396 2.783
H -0.213 2.394 2.483
H -3.186 0.874 1.471
H -2.607 2.233 2.445
H -3.222 0.771 3.227
H -1.979 -1.514 2.357
H 0.278 -2.505 2.258
F -2.101 -1.106 -2.581
C -2.287 -2.155 -1.762
C -1.650 -2.201 -0.506
C -1.947 -3.363 0.237
F -1.406 -3.575 1.444
C -2.784 -4.371 -0.217
F -3.015 -5.436 0.527
C -3.388 -4.260 -1.463
F -4.182 -5.209 -1.905
C -3.137 -3.138 -2.240
F -3.702 -3.017 -3.429
Se 0.732 -0.837 -2.936
N 1.317 -0.594 -1.187
C 2.535 -0.114 -1.279
C 3.355 0.327 -0.180
C 4.595 0.785 -0.443
C 5.112 0.847 -1.785
C 4.367 0.471 -2.872
C 3.071 0.002 -2.646
N 2.230 -0.394 -3.621
H 2.955 0.295 0.821
H 5.225 1.127 0.366
H 6.115 1.217 -1.940
H 4.751 0.539 -3.878
Cl -4.604 6.005 -3.397
C -3.639 4.658 -2.945
C -3.923 3.987 -1.757
C -3.147 2.908 -1.395
C -2.091 2.492 -2.216
C -1.824 3.176 -3.409
C -2.594 4.258 -3.776
C -1.263 1.346 -1.850
O -0.289 1.000 -2.543
O -1.584 0.722 -0.745
H -4.744 4.315 -1.139
H -3.364 2.376 -0.481
H -1.014 2.850 -4.045
H -2.401 4.794 -4.691

Here are the natural (NBO) charges for atoms 1 to 2, given in e: 1.3298 -0.5986

Below is one molecule with the formula C5H10N2, with properties calculated with the ωB97M-V functional and the def2-TZVPD basis.

Computed properties:
* E: -305.93832 a.u.
* energy above the lowest of the compared OMol25 structures with the same formula, charge and spin: 53.7 kcal per mole
* LUMO energy: 0.0073 Eh
* SMILES: C=NC(=C)CCN

Cartesian coordinates (Å):
C -2.150 0.140 1.001
N -1.206 -0.639 0.668
C -0.490 -0.474 -0.537
C -0.921 0.273 -1.570
C 0.938 -0.923 -0.436
C 1.778 -0.094 0.533
N 1.751 1.340 0.222
H -2.049 1.203 0.759
H -3.069 -0.265 1.417
H -0.481 0.077 -2.535
H -1.720 0.975 -1.376
H 1.430 -0.973 -1.410
H 0.972 -1.969 -0.097
H 2.805 -0.456 0.545
H 1.412 -0.229 1.553
H 1.143 1.798 0.890
H 1.334 1.545 -0.679

Here are the natural (NBO) charges for atoms 1 to 2, given in e: 0.0039 -0.4353

Below is C22H48As2F24N8O14S4 as an isolated structure, with properties calculated with the ωB97M-V functional and the def2-TZVPD basis.

Computed properties:
* E: -10819.22781 a.u.
* total charge: +2
* energy above the lowest of the compared OMol25 structures with the same formula, charge and spin: 0.0 kcal per mole
* LUMO energy: -0.1468 Eh

Cartesian coordinates (Å):
C -3.435 0.298 2.177
C -4.390 -0.793 2.504
O -4.164 -1.835 2.995
N -5.826 -0.505 2.097
H -5.961 0.312 1.452
H -6.172 -1.280 1.590
C -6.587 -0.400 3.295
H -3.274 0.295 1.077
H -2.486 0.124 2.679
H -3.792 1.265 2.498
H -7.585 -0.090 2.920
H -6.232 0.490 3.870
H -6.659 -1.304 3.859
C 3.363 -4.191 6.980
C 3.792 -3.120 7.960
O 4.541 -3.134 8.881
N 3.248 -1.737 7.562
H 3.604 -1.517 6.662
H 2.266 -1.854 7.403
C 3.539 -0.509 8.406
H 3.947 -5.099 7.338
H 3.632 -4.020 5.947
H 2.308 -4.344 7.083
H 3.197 -0.659 9.455
H 2.922 0.320 7.999
H 4.621 -0.220 8.431
C -2.454 -4.278 0.559
C -3.824 -3.775 0.071
O -4.695 -3.568 0.841
N -4.070 -3.672 -1.385
H -4.889 -3.102 -1.557
H -3.252 -3.365 -1.870
C -4.414 -5.043 -1.988
H -2.293 -5.260 0.249
H -2.221 -4.029 1.567
H -1.751 -3.749 -0.111
H -4.591 -4.963 -3.063
H -5.376 -5.372 -1.575
H -3.628 -5.828 -1.748
C 3.966 -3.132 -2.952
C 3.454 -1.772 -3.453
O 3.586 -1.300 -4.543
N 2.870 -0.926 -2.366
H 2.921 0.034 -2.777
H 1.830 -1.117 -2.309
C 3.343 -1.065 -0.963
H 3.291 -3.874 -3.349
H 4.029 -3.293 -1.897
H 4.894 -3.201 -3.511
H 4.427 -0.924 -0.912
H 2.901 -1.970 -0.619
H 2.907 -0.177 -0.398
C -3.974 3.438 -3.448
C -3.570 2.613 -4.609
O -3.245 2.918 -5.688
N -3.613 1.009 -4.316
H -3.229 1.002 -3.371
H -4.635 0.845 -4.294
C -2.901 0.135 -5.356
H -4.326 2.922 -2.566
H -4.722 4.136 -3.816
H -3.064 4.016 -3.182
H -1.845 0.469 -5.431
H -3.371 0.263 -6.308
H -3.044 -0.896 -5.019
C 3.480 7.031 -4.090
C 4.707 6.122 -4.098
O 5.283 5.543 -4.932
N 5.248 5.896 -2.707
H 5.098 6.687 -2.094
H 4.604 5.239 -2.296
C 6.642 5.325 -2.671
H 2.607 6.527 -3.684
H 3.299 7.127 -5.158
H 3.710 7.953 -3.559
H 7.371 6.051 -2.938
H 6.633 4.399 -3.225
H 6.879 5.015 -1.653
C -0.492 1.514 -2.765
F -0.992 2.533 -3.529
F -1.443 0.798 -2.158
F 0.087 0.709 -3.629
S 0.607 1.918 -1.345
O -0.068 3.067 -0.808
O 0.574 0.709 -0.565
N 2.177 2.143 -1.704
S 2.683 3.575 -1.845
O 4.053 3.513 -2.300
O 1.903 4.641 -2.409
C 2.898 4.218 -0.122
F 3.375 3.307 0.738
F 3.748 5.324 -0.209
F 1.781 4.729 0.316
C -0.579 -1.486 4.634
F -0.463 -1.381 3.316
F -1.416 -0.574 5.026
F -1.068 -2.739 4.972
S 1.038 -1.185 5.445
O 0.636 -0.507 6.660
O 1.538 -2.539 5.616
N 1.792 -0.295 4.438
S 3.208 -0.704 3.873
O 4.201 -1.032 4.841
O 3.216 -1.477 2.692
C 3.732 1.059 3.449
F 3.066 1.302 2.332
F 3.303 1.942 4.361
F 5.053 1.143 3.235
As -5.588 -0.127 -1.741
F -6.116 0.916 -3.073
F -4.783 -1.149 -2.958
F -4.924 -1.185 -0.503
F -6.344 0.778 -0.460
F -6.948 -1.131 -1.862
F -4.211 0.886 -1.591
As -0.638 -3.237 -3.304
F 0.067 -2.222 -4.420
F -0.382 -4.555 -4.367
F -1.421 -4.382 -2.167
F -0.911 -1.903 -2.226
F -2.244 -3.072 -3.973
F 0.896 -3.401 -2.463

Here are the Löwdin charges for atoms 1 to 2, given in e: 0.0541 -0.4197